DFT (wB97M-V/def2-TZVPD) results for C35H43N10O2PReS3 as an isolated structure.

Values from the calculation:
- net charge = +4
- E_LUMO (spin up / spin down) (eV) = -10.84 / -12.41
- relative energy (zero: lowest compared OMol25 entry of this formula, charge and spin) (kcal per mole) = 17.5
- Kohn-Sham gap (spin up / spin down) (eV) = 6.20 / 4.61
- multiplicity = 4

Last column: Mulliken charge in e.
Cartesian coordinates (Å):
Re: -0.983933 -0.708005 0.269797  0.550
C: -3.103655 -0.769998 3.076981  -1.167
C: -2.568567 -2.122787 2.656528  0.807
C: -2.999987 -3.210450 3.401314  -1.030
C: -2.637715 -4.456406 3.029615  -0.795
C: -1.774305 -4.669463 1.948442  -1.005
C: -1.335173 -3.555798 1.252066  0.415
N: -1.673746 -2.296604 1.612072  0.650
C: -0.575309 -3.693450 -0.073564  0.315
C: -0.179056 -4.830360 -0.721867  -0.504
C: 0.421647 -4.708368 -1.984382  -1.230
C: 0.660476 -3.456568 -2.518333  -0.791
C: 0.181484 -2.337580 -1.832856  0.642
N: -0.419113 -2.508930 -0.678200  0.910
C: 0.350806 -0.929785 -2.288132  1.056
C: 1.151238 -0.659321 -3.391343  -1.200
C: 1.315189 0.704383 -3.786913  -1.231
C: 0.520754 1.649649 -3.202943  -0.968
C: -0.306022 1.345362 -2.143434  0.940
C: -1.213861 2.442374 -1.646574  -1.084
N: -0.324599 0.064931 -1.598530  0.540
H: -3.871577 -0.478103 2.356293  0.153
H: -2.361581 0.058577 3.075348  -0.041
H: -3.522115 -0.844286 4.053103  0.743
H: -3.649245 -2.986332 4.263469  0.554
H: -3.121248 -5.274751 3.590552  0.453
H: -1.487181 -5.688548 1.713060  0.562
H: -0.362437 -5.803637 -0.315133  0.600
H: 0.700723 -5.547936 -2.647917  0.468
H: 1.166555 -3.396663 -3.463261  0.617
H: 1.600009 -1.429906 -3.932425  0.529
H: 1.938988 0.992094 -4.602870  0.615
H: 0.566121 2.602507 -3.667120  0.591
H: -2.245458 2.140321 -1.441362  0.226
H: -1.209538 3.321497 -2.272231  0.574
H: -0.813855 2.769368 -0.693307  0.079
O: -4.640618 3.352637 0.016005  -0.602
C: -3.665512 3.803333 0.821145  0.695
C: -3.751816 5.146872 1.152349  -0.932
C: -2.862472 5.661214 2.090245  -0.436
C: -1.848393 4.881108 2.628967  -1.085
C: -1.666645 3.600481 2.171354  -0.333
C: -2.565886 3.032738 1.218952  1.099
C: -2.415055 1.648474 0.880074  -1.107
O: -1.235297 1.049448 1.153626  -0.320
N: -3.387094 0.994943 0.310474  -0.932
N: -2.907698 -0.271495 -0.122771  0.849
C: -3.836770 -1.095883 -0.581418  0.221
S: -5.456554 -0.693373 -0.459797  0.141
C: -6.018301 -1.886010 -1.685919  -0.672
C: -5.120864 -3.132337 -1.665674  -0.677
S: -3.382902 -2.579017 -1.350009  0.183
H: -4.597889 2.370097 -0.063766  0.406
H: -4.459724 5.824670 0.755832  0.563
H: -2.953465 6.694408 2.466925  0.418
H: -1.236888 5.194804 3.457681  0.468
H: -0.920603 2.927632 2.654505  0.164
H: -5.789532 -1.237856 -2.552231  0.318
H: -7.070123 -2.095180 -1.568005  0.514
H: -5.123958 -3.735683 -2.552640  0.474
H: -5.371733 -3.812695 -0.878430  0.351
C: 2.997340 1.411254 3.292586  -0.754
N: 2.862220 -0.076237 3.484837  0.160
C: 4.030347 -0.747990 2.809707  -0.827
N: 4.024341 -0.404878 1.448982  0.346
C: 4.213166 1.043634 1.303473  -0.847
N: 3.063557 1.770330 1.915444  0.262
C: 1.871467 1.592826 1.144912  -1.096
P: 1.357815 -0.234916 1.113132  2.203
C: 1.532237 -0.523824 2.961962  -1.706
C: 3.006071 -1.006613 0.633798  -0.876
H: 3.891303 1.715699 3.818994  0.368
H: 2.095197 1.835114 3.785851  0.374
H: 2.971163 -0.379324 4.492911  0.394
H: 3.926167 -1.861675 2.919610  0.361
H: 4.866249 -0.458975 3.390493  0.402
H: 4.318812 1.396816 0.291265  0.090
H: 5.061250 1.364357 1.894609  0.406
H: 2.056489 1.878872 0.086354  0.330
H: 1.039803 2.168387 1.524645  0.465
H: 1.482725 -1.577279 3.141419  0.521
H: 0.777691 0.057049 3.524254  0.509
H: 3.268393 -0.706706 -0.380399  -0.321
H: 2.935799 -2.062795 0.803634  0.664
C: 5.464483 0.122155 -5.080056  -0.875
N: 5.195163 1.451482 -4.550369  -0.270
C: 4.741482 1.886261 -3.367296  0.604
N: 4.949651 3.186547 -3.094107  -0.416
S: 4.015971 0.836414 -2.283403  -0.365
H: 6.425653 0.086842 -5.582069  0.368
H: 4.705048 -0.191023 -5.800700  0.251
H: 5.525761 -0.548398 -4.235043  0.325
H: 5.698322 2.142710 -5.122829  0.258
H: 5.514411 3.747041 -3.690054  0.178
H: 4.565527 3.716483 -2.289962  0.203

Force components x, y, z for each atom (eV/Å):
Re 0.3 -0.4 0.1
C 1.2 0.4 -1.4
C 1.0 0.6 0.0
C -0.5 1.6 0.3
C -0.3 -1.9 0.3
C -0.2 0.3 0.4
C 0.6 -1.4 -1.1
N -1.1 1.1 0.7
C -0.8 0.4 1.3
C 0.1 -0.5 -0.5
C 0.1 -0.1 -0.5
C -0.3 0.2 0.2
C 1.2 0.1 -1.3
N -0.4 1.4 1.3
C 0.5 0.1 -1.1
C -1.1 2.1 1.1
C -0.4 -1.9 0.5
C 0.3 -0.7 -0.2
C -1.0 -0.4 0.4
C 0.3 -0.6 0.9
N 0.5 0.7 -0.7
H -0.2 0.1 0.2
H -0.3 -0.7 0.0
H -0.4 0.0 0.6
H 0.3 -0.5 -0.6
H 0.7 0.1 -0.5
H 0.0 0.2 -0.3
H 0.0 -0.3 0.2
H -0.2 0.2 1.0
H 0.0 0.2 -0.2
H 0.8 -1.0 -0.6
H 0.4 -0.1 -0.4
H -0.4 1.0 0.2
H 0.3 -0.1 -0.4
H 0.1 0.0 -0.5
H 0.1 0.3 0.3
O 0.0 -0.9 -0.1
C -0.7 0.1 -1.2
C 1.6 0.6 1.5
C -0.4 0.7 -0.1
C 0.6 -1.1 0.2
C 0.0 -0.8 0.2
C 0.5 0.1 1.5
C -0.4 0.4 0.5
O -0.6 -0.1 -0.5
N 1.0 -1.0 -0.3
N -0.5 0.2 0.3
C 0.4 -0.1 -0.2
S -0.8 0.3 0.9
C 1.4 0.3 -1.0
C 0.1 0.7 0.6
S -0.8 0.1 -0.3
H 0.0 0.8 0.0
H -1.0 0.1 -0.5
H -0.1 -0.6 -0.5
H 0.1 0.5 0.0
H -0.5 0.7 -0.5
H -0.7 -1.0 -0.3
H -0.3 0.0 0.0
H 0.0 0.1 -0.8
H -0.3 -0.2 0.7
C -1.3 1.0 0.7
N 0.0 -1.0 1.2
C -1.2 -2.3 -0.5
N 1.3 0.8 0.0
C -0.7 0.6 0.7
N 0.9 -0.8 0.0
C -0.5 -0.6 -1.1
P 0.8 0.5 0.9
C -0.1 0.6 -0.1
C -0.3 1.3 -0.1
H 0.2 0.2 0.1
H 0.7 0.0 -0.3
H -0.6 0.8 -1.0
H -0.1 0.9 0.1
H 1.2 0.5 0.1
H 0.1 -0.4 -0.5
H 0.5 -0.2 -0.1
H 0.0 0.0 0.6
H -0.3 0.2 0.1
H -0.4 -0.7 0.3
H 0.1 -0.6 -0.3
H -0.4 -0.6 -0.3
H 0.2 -0.7 -0.2
C -0.4 -0.5 0.6
N 1.1 1.5 -1.1
C 0.7 0.0 -0.5
N -0.7 0.6 1.0
S -0.6 -0.4 0.6
H 0.1 0.3 0.0
H 0.0 0.0 0.2
H -0.2 -0.5 0.0
H -0.6 -0.1 0.5
H 0.4 0.3 -0.6
H 0.3 -1.3 -0.9